(1)
C2N2OS2 | the ωB97M-V functional and the def2-TZVPD basis

Summary:
Energy relative to the best compared isomer or geometry (same formula, charge and spin) = 129.43 kJ/mol
Frontier orbital gap (alpha / beta) = 6.9 / 6.7 eV
SMILES = N#CN=S.O=C=S
LUMO energy (alpha / beta) = -2.42 / -2.40 eV
2S+1 = 1
Max |F| = 5.076 eV/A

CARTESIAN COORDINATES (ANGSTROEM)
1 S -0.76554 -2.27925 0.80772
2 S 2.52031 1.39444 -0.39867
3 O 1.81882 -1.12935 0.09606
4 N -0.03974 -0.88979 0.58336
5 N -0.49086 0.79780 -1.12242
6 C 2.12608 -0.03414 -0.16184
7 C -0.33732 -0.03678 -0.32382

These are the Löwdin partial charges, in e, on atoms 1 to 6: S 0.785; S 0.919; O 0.020; N -0.504; N 0.193; C -0.904

=====

(2)
C22H36N2O10 | the ωB97M-V functional and the def2-TZVPD basis

Summary:
Energy relative to the best compared isomer or geometry (same formula, charge and spin) = 55.65 kJ/mol
Frontier orbital gap = 9.9 eV
SMILES = CCOC(=O)C(CCCCC(NC(C)=O)(C(=O)OCC)C(=O)OCC)(NC(C)=O)C(=O)OCC
LUMO energy = 0.49 eV
2S+1 = 1
Max |F| = 0.648 eV/A

CARTESIAN COORDINATES (ANGSTROEM)
1 O 1.90269 -0.70410 1.85653
2 O -2.47854 3.50506 -0.97797
3 O -2.03338 -3.05626 0.64660
4 O 0.58032 3.23185 0.51799
5 O 0.41391 -4.64335 0.40611
6 O -2.97876 1.32541 -1.20714
7 O 2.79355 -2.62534 1.12172
8 O -1.61047 2.81734 -3.54598
9 O -0.71859 1.55773 1.24264
10 O 0.04784 -3.73532 2.42757
11 N -0.01757 2.99301 -1.97528
12 N -0.57141 -1.39779 0.98608
13 C 4.86561 -1.36694 0.83034
14 C -0.27232 2.22904 0.34863
15 C 0.17890 4.38961 -3.92110
16 C -2.18766 2.22171 -1.14940
17 C 4.05189 -2.29614 1.71940
18 C 0.53208 -2.24967 0.60195
19 C 1.50380 -1.21374 -1.58878
20 C -3.86964 3.84853 -0.98673
21 C -1.34901 -6.29581 0.49662
22 C 1.80893 -1.75162 1.26886
23 C -2.90209 -0.92257 1.35097
24 C 0.25439 -3.63609 1.24658
25 C -0.31943 0.57874 -1.54250
26 C -0.65174 2.01985 -1.11549
27 C -0.58570 3.33447 -3.15657
28 C 2.25860 2.66280 2.19386
29 C 0.07818 -5.94843 0.89018
30 C 1.02873 3.49126 1.85698
31 C 0.68330 -2.32900 -0.93187
32 C -1.82516 -1.90335 0.98042
33 C 1.12844 0.22264 -1.22124
34 C -4.51322 3.59428 0.36781
35 H -3.15506 -0.33695 0.46694
36 H -0.38147 -0.47581 1.35576
37 H 0.21334 3.26621 2.55019
38 H 1.16208 -3.27734 -1.17438
39 H 1.20751 4.07257 -4.07552
40 H 0.17891 5.32120 -3.35950
41 H -0.32517 -2.35454 -1.34518
42 H 0.77771 3.49314 -1.61313
43 H -2.01414 -5.50865 0.84198
44 H 4.55644 -3.25407 1.85547
45 H 1.79323 0.89554 -1.77111
46 H 2.60676 2.92742 3.18794
47 H -1.43546 -6.36791 -0.58422
48 H 2.02109 1.60179 2.17986
49 H 3.05370 2.85956 1.47803
50 H -4.47698 2.53398 0.60375
51 H -0.29823 4.55201 -4.88278
52 H -3.78686 -1.46096 1.67771
53 H 1.40711 -1.33707 -2.67012
54 H 4.34704 -0.41907 0.70786
55 H -0.51311 0.49638 -2.61299
56 H -2.55897 -0.24484 2.12618
57 H 5.01873 -1.81841 -0.14705
58 H 0.80127 -6.62770 0.43131
59 H -5.55068 3.91459 0.34179
60 H 3.86801 -1.82858 2.69168
61 H -1.00325 -0.08813 -1.02181
62 H 5.83235 -1.18113 1.28915
63 H -4.36480 3.26165 -1.76550
64 H 2.55777 -1.35799 -1.33867
65 H 1.25126 4.56039 1.87534
66 H 1.31154 0.38022 -0.15861
67 H -3.98984 4.14664 1.14477
68 H 0.19323 -5.95851 1.97847
69 H -1.63771 -7.24197 0.94532
70 H -3.89379 4.90850 -1.24673

These are the Löwdin partial charges, in e, on atoms 1 to 6: O 0.124; O 0.013; O 0.075; O 0.016; O 0.001; O 0.141

=====

(3)
C6H12N2O2 | the ωB97M-V functional and the def2-TZVPD basis

Summary:
Energy relative to the best compared isomer or geometry (same formula, charge and spin) = 203.49 kJ/mol
Frontier orbital gap = 10.2 eV
SMILES = [H]/N=C(/O)CCCO/C=N/C
LUMO energy = 0.54 eV
2S+1 = 1
Max |F| = 4.020 eV/A

CARTESIAN COORDINATES (ANGSTROEM)
1 O -0.04360 3.98990 2.51929
2 O -0.28029 -1.22345 -0.57140
3 N -0.24466 -3.06046 -1.87936
4 N -1.23720 2.33130 3.24778
5 C 0.28042 0.06693 -0.33658
6 C 0.11352 2.07352 1.15567
7 C -0.43679 0.68811 0.84542
8 C 0.34825 -3.78247 -2.98208
9 C 0.22685 -1.92823 -1.58971
10 C -0.62902 2.82709 2.22762
11 H 1.16891 2.00421 1.46282
12 H -0.42127 -4.00202 -3.73637
13 H 1.35747 -0.03230 -0.12785
14 H -0.01315 3.89410 3.57812
15 H -1.57836 1.39082 3.06830
16 H -1.51174 0.74367 0.61888
17 H 0.10507 2.71687 0.26208
18 H 1.17277 -3.23553 -3.47355
19 H -0.31316 0.02698 1.71599
20 H 0.73576 -4.74800 -2.62551
21 H 1.04386 -1.43198 -2.14369
22 H 0.15637 0.69094 -1.23586

These are the Löwdin partial charges, in e, on atoms 1 to 6: O 0.001; O -0.057; N 0.008; N 0.134; C -0.214; C -0.133